Arrangement 1

# C7H11N2O2

An isolated ion of composition C7H11N2O2 and charge +1 (ωB97M-V/def2-TZVPD, the OMol25 dataset).

```
! RIJCOSX wB97M-V def2-TZVPD def2/J DEFGRID3
* xyz 1 1
C 1.1733 -0.4239 0.0322
C -0.6837 -0.5700 -0.1989
C 3.2866 -0.6416 0.5142
C -2.8400 -0.0187 0.0391
C 3.0481 0.3640 -0.6382
C -2.6783 -1.4585 -0.4995
C -1.0899 1.7288 0.4528
N 1.9328 -1.1088 0.8216
N -1.4563 0.4523 0.0642
O 1.6085 0.6252 -0.5624
O -1.2111 -1.7280 -0.4844
H 4.2312 -1.3609 0.3414
H 3.4805 -0.1916 1.4557
H -3.5135 0.4626 -0.5707
H -3.1259 0.0828 1.0772
H 3.5723 1.3028 -0.4981
H 3.2727 -0.0606 -1.6032
H -3.0723 -2.2493 0.0990
H -2.9964 -1.6095 -1.5223
H -0.6737 2.2914 -0.3189
H -0.3830 1.6879 1.2198
H -1.8819 2.4235 0.7792
*
```

Calculated values
molar mass = 155.177 g mol⁻¹
LUMO energy = -3.7 eV
HOMO-LUMO gap = 0.35371 hartree
SMILES string = C[N+]1=C(C2=NCCO2)OCC1

Population analysis type Mulliken, resulting atomic charges in e: 0.36 0.43 -0.38 -0.59 -0.29 -0.34 -0.94 -0.50 0.15 -0.31 -0.32 0.29 0.30 0.38 0.42 0.29 0.27 0.30 0.32 0.37 0.40 0.38

=====

Arrangement 2

# C7H11N2O2

An isolated ion of composition C7H11N2O2 and charge +1 (ωB97M-V/def2-TZVPD, the OMol25 dataset).

```
! RIJCOSX wB97M-V def2-TZVPD def2/J DEFGRID3
* xyz 1 1
C 0.4097 -0.9495 -1.4366
C 1.2629 -0.0677 2.0701
C 1.4046 -0.4434 0.8281
C -1.6074 -0.8039 0.7680
C 1.3510 0.8419 -2.3352
C 0.8838 1.2844 -0.9297
C -2.9234 -0.3092 1.2331
N 0.9220 -0.5090 -2.4709
N 0.3761 0.0329 -0.3072
O -1.1281 -1.8901 0.8178
O -0.9033 0.2711 0.2046
H 0.0105 -1.9336 -1.2731
H 1.9754 -0.4065 2.8047
H 0.4727 0.5732 2.4241
H 2.1476 -1.0900 0.4012
H 0.9233 1.4357 -3.1456
H 2.4379 0.8676 -2.4523
H 1.6859 1.7084 -0.3269
H 0.0553 1.9923 -0.9774
H -3.1252 0.6905 0.8561
H -3.7050 -1.0001 0.9220
H -2.9264 -0.2950 2.3252
*
```

Calculated values
molar mass = 155.177 g mol⁻¹
LUMO energy = -3.2 eV
HOMO-LUMO gap = 0.42744 hartree
SMILES string = C=C[N@+]1(OC(C)=O)C=NCC1

Population analysis type Mulliken, resulting atomic charges in e: -0.17 -0.74 -0.11 0.73 -0.40 -0.54 -1.05 -0.43 0.69 -0.44 -0.36 0.54 0.33 0.29 0.39 0.34 0.33 0.30 0.35 0.32 0.34 0.30

=====

Arrangement 3

# C7H11N2O2

An isolated ion of composition C7H11N2O2 and charge +1 (ωB97M-V/def2-TZVPD, the OMol25 dataset).

```
! RIJCOSX wB97M-V def2-TZVPD def2/J DEFGRID3
* xyz 1 1
C 1.8057 -0.6978 0.8560
C 1.4922 -0.0391 -0.3082
C -0.3348 -0.7676 0.6304
C -1.5825 -0.4411 -2.3457
C 0.5059 -2.0136 2.4964
C -0.6845 2.7250 -0.5617
C -0.6245 0.5346 -1.5247
N 0.6738 -1.1704 1.3741
N 0.1486 -0.0440 -0.4439
O -1.2728 -1.5978 -2.4524
O -1.4626 1.6391 -1.0319
H 2.7613 -0.9590 1.1754
H 2.1624 0.5116 -1.1021
H -1.3298 -1.0376 0.7919
H -2.5003 0.1638 -2.4206
H 1.4515 -2.7310 2.5010
H 0.7033 -1.2483 3.3661
H -0.4171 -2.4942 2.5910
H -1.1110 3.6578 -0.9919
H 0.3004 2.5736 -0.8353
H -0.8421 2.6546 0.5346
H 0.1570 0.7817 -2.2984
*
```

Calculated values
molar mass = 155.177 g mol⁻¹
LUMO energy = -3.4 eV
HOMO-LUMO gap = 0.38756 hartree
SMILES string = CO[C@H](C=O)[n+]1ccn(C)c1

Population analysis type Mulliken, resulting atomic charges in e: -0.54 -0.04 -0.21 -0.12 -0.79 -0.70 0.09 0.14 0.24 -0.42 -0.41 0.43 0.33 0.44 0.36 0.28 0.36 0.32 0.28 0.36 0.24 0.34

=====

Energetically preferred structure: arrangement 3 | next structure: +84.1 kJ/mol

=====

Arrangement 1

# C3H8N2S

One molecule with the formula C3H8N2S (ωB97M-V/def2-TZVPD, the OMol25 dataset).

```
! RIJCOSX wB97M-V def2-TZVPD def2/J DEFGRID3
* xyz 0 1
C 1.1722 -1.0320 -0.5791
C 0.8591 0.4231 0.2092
C -0.3645 1.2063 -0.4668
H 2.2503 -1.5282 -0.1954
H 1.4502 -0.8289 -1.6924
H 0.4840 -1.7622 -0.7897
H 1.8293 0.9779 0.4046
H -0.0549 -0.8131 1.7415
H -0.4893 0.9869 1.5994
H -0.0174 2.2882 -0.9186
H -3.4313 -0.5395 -0.3796
N 0.0899 0.2517 1.4612
N -1.6277 0.9424 -0.5444
S -2.1501 -0.5727 0.1502
*
```

Calculated values
molar mass = 104.178 g mol⁻¹
LUMO energy = 0.8 eV
HOMO-LUMO gap = 0.34956 hartree
SMILES string = C[C@H](N)/C=N\S

Population analysis type Mulliken, resulting atomic charges in e: -1.11 0.35 -0.14 0.26 0.32 0.40 0.24 0.28 0.30 0.24 0.15 -0.70 -0.43 -0.16

=====

Arrangement 2

# C3H8N2S

C3H8N2S as an isolated structure (ωB97M-V/def2-TZVPD, the OMol25 dataset).

```
! RIJCOSX wB97M-V def2-TZVPD def2/J DEFGRID3
* xyz 0 1
C 1.5842 0.1147 0.2823
C 1.1064 -1.1817 -0.2581
C -2.6347 0.3930 -0.0295
H 0.4924 2.0109 0.6918
H -0.3077 0.6485 -0.5179
H 2.6352 0.4962 -0.0257
H 1.4500 0.0811 1.3093
H 1.4029 -1.1810 -1.4727
H 1.6349 -2.0852 0.2111
H -3.2357 -0.3188 0.8335
H -2.9586 1.4007 -0.3772
N 0.8238 1.1977 -0.3716
N -1.3436 -0.0952 -0.2428
S -0.6495 -1.4810 -0.0324
*
```

Calculated values
molar mass = 104.178 g mol⁻¹
LUMO energy = -0.2 eV
HOMO-LUMO gap = 0.28089 hartree

Population analysis type Mulliken, resulting atomic charges in e: -0.47 -0.47 -0.29 0.21 0.40 0.24 0.35 0.26 0.32 0.17 0.30 -0.85 -0.17 0.00

=====

Energetically preferred structure: arrangement 1 | next structure: +229.9 kJ/mol

=====

Arrangement 1

# C3H8N2S

A 2-piece molecular cluster, C3H8N2S overall (ωB97M-V/def2-TZVPD, the OMol25 dataset).

```
! RIJCOSX wB97M-V def2-TZVPD def2/J DEFGRID3
* xyz 0 1
C 0.4870 -1.3611 -1.3690
C 0.2988 0.1327 -1.6593
C 0.4903 -0.2353 -0.2733
N -1.1605 1.1977 2.1130
N -1.6110 0.3230 1.2189
S 1.8868 0.0089 0.7179
H -0.3475 -1.9945 -1.2732
H 1.3580 -1.8327 -1.7588
H 1.0898 0.5925 -2.2434
H -0.6940 0.3356 -2.1124
H -0.8645 2.1830 1.8833
H -0.7403 0.8975 2.9180
H -1.8650 0.8464 0.4846
H 1.6719 -1.0937 1.3536
*
```

Calculated values
molar mass = 104.178 g mol⁻¹
LUMO energy (spin up / spin down) = 0.3 / 0.8 eV
HOMO-LUMO gap (spin up / spin down) = 0.28616 / 0.30528 hartree

Population analysis type Mulliken, resulting atomic charges in e: -0.62 -0.42 0.12 -0.16 -0.45 -0.23 0.24 0.26 0.26 0.21 0.22 0.21 0.25 0.11

=====

Arrangement 2

# C3H8N2S

One molecule with the formula C3H8N2S (ωB97M-V/def2-TZVPD, the OMol25 dataset).

```
! RIJCOSX wB97M-V def2-TZVPD def2/J DEFGRID3
* xyz 0 1
C 1.4243 -1.2295 -0.2814
C 1.2162 0.0395 0.6349
C -0.5550 1.5209 -0.1904
H 0.5483 -1.7357 -0.6446
H 2.0254 -2.0188 0.1946
H 2.1293 -0.8339 -1.0990
H 0.4924 -0.1576 1.5704
H 2.1520 0.4783 1.1251
H -0.8672 2.4414 -0.6139
H -2.7277 1.5370 0.4341
H -2.6932 -1.1288 -1.1591
N 0.7243 1.1200 -0.2384
N -1.7832 0.8363 0.1369
S -2.0858 -0.8691 0.1307
*
```

Calculated values
molar mass = 104.178 g mol⁻¹
LUMO energy = 0.4 eV
HOMO-LUMO gap = 0.34078 hartree
SMILES string = CC/N=C\NS

Population analysis type Mulliken, resulting atomic charges in e: -0.85 -0.30 0.06 0.23 0.33 0.25 0.23 0.27 0.35 0.30 0.16 -0.48 -0.35 -0.19

=====

Energetically preferred structure: arrangement 2 | next structure: +258.3 kJ/mol

=====

Arrangement 1

# C3H4P2

A 2-piece molecular cluster, C3H4P2 overall (ωB97M-V/def2-TZVPD, the OMol25 dataset).

```
! RIJCOSX wB97M-V def2-TZVPD def2/J DEFGRID3
* xyz 0 1
C -0.0625 1.2826 -0.7255
C -0.3072 -1.2905 0.3727
C -0.0138 0.0755 0.1019
P 1.3915 1.0190 0.5954
P 1.4098 -1.1323 -0.2206
H 0.1578 1.3589 -1.7544
H -0.7522 2.1060 -0.6868
H -0.6160 -1.5489 2.3331
H -1.2073 -1.8703 -0.0159
*
```

Calculated values
molar mass = 102.013 g mol⁻¹
LUMO energy (spin up / spin down) = -0.6 / -0.6 eV
HOMO-LUMO gap (spin up / spin down) = 0.26181 / 0.25027 hartree

Population analysis type Mulliken, resulting atomic charges in e: -0.83 -0.65 0.76 -0.10 -0.13 0.28 0.31 0.07 0.28

=====

Arrangement 2

# C3H4P2

One molecule with the formula C3H4P2 (ωB97M-V/def2-TZVPD, the OMol25 dataset).

```
! RIJCOSX wB97M-V def2-TZVPD def2/J DEFGRID3
* xyz 0 1
C -0.3746 -0.7344 -0.3337
C -0.3739 0.4850 0.1833
C 0.8646 0.9057 0.9447
P -0.7286 -2.9034 -2.7132
P -1.4181 -1.6082 -1.4850
H -1.1533 1.1840 0.0572
H 1.2132 -0.1148 1.4626
H 0.4656 1.4833 1.6878
H 1.5051 1.3027 0.1963
*
```

Calculated values
molar mass = 102.013 g mol⁻¹
LUMO energy (spin up / spin down) = -1.1 / -1.4 eV
HOMO-LUMO gap (spin up / spin down) = 0.25906 / 0.24928 hartree
SMILES string = CC=C=P#P

Population analysis type Mulliken, resulting atomic charges in e: -0.34 0.10 -1.00 -0.05 -0.03 0.40 0.25 0.35 0.30

=====

Energetically preferred structure: arrangement 2 | next structure: +216.2 kJ/mol